# 1
ORCA calculation (the ωB97M-V functional and the def2-TZVPD basis) on a cluster of 10 separate species, C32H92N8O10 in total at a distorted geometry.

Summary:
* highest occupied orbital energy: -8.582 eV
* lowest unoccupied orbital energy: 0.01957 Ha
* energy relative to the best compared isomer or geometry (same formula, charge and spin): 165.3 kJ/mol
* maximum force: 2.74 eV/Å
* energy: -67067.287 eV

Bonds (Å) are listed after each position.
Geometry (Å):
1 C 0.50186 -3.85001 2.68098  C2 1.526, H7 1.118, H8 1.116, H9 1.085
2 C -0.87075 -4.40516 3.05202  C1 1.526, C3 1.531, N6 1.422, H10 1.130
3 C -1.79179 -3.34915 3.66956  C2 1.531, O4 1.445, H11 1.090, H12 1.096
4 O -1.13404 -2.63887 4.74226  C3 1.445, C5 1.415
5 C -2.02995 -1.99283 5.62743  O4 1.415, H13 1.079, H14 1.102, H15 1.090
6 N -1.61330 -5.00100 1.99553  C2 1.422, H16 1.015, H17 1.008
7 H 0.47413 -3.34574 1.68330  C1 1.118
8 H 1.28478 -4.63872 2.57975  C1 1.116
9 H 0.87009 -3.16816 3.44099  C1 1.085
10 H -0.72586 -5.23704 3.80226  C2 1.130
11 H -2.64109 -3.89623 4.08014  C3 1.090
12 H -2.10032 -2.58389 2.94809  C3 1.096
13 H -2.47972 -1.13777 5.14698  C5 1.079
14 H -1.37611 -1.62908 6.43600  C5 1.102
15 H -2.76494 -2.69457 6.02179  C5 1.090
16 H -1.15855 -5.84544 1.66305  N6 1.015
17 H -1.82615 -4.44679 1.18098  N6 1.008
18 C 3.56603 3.45850 6.78922  C19 1.550, H24 1.064, H25 1.073, H26 1.093
19 C 3.37903 2.77349 5.41177  C18 1.550, C20 1.493, N23 1.448, H27 1.069
20 C 2.39124 1.66214 5.55104  C19 1.493, O21 1.432, H28 1.064, H29 1.044
21 O 2.30209 1.02919 4.26987  C20 1.432, C22 1.430
22 C 1.87403 -0.32753 4.41720  O21 1.430, H30 1.108, H31 1.099, H32 1.091
23 N 2.80850 3.72024 4.47625  C19 1.448, H33 1.033, H34 1.006
24 H 4.37037 4.14572 6.67697  C18 1.064
25 H 4.04363 2.91144 7.57903  C18 1.073
26 H 2.62944 3.82662 7.21479  C18 1.093
27 H 4.31159 2.38026 5.06636  C19 1.069
28 H 1.44708 2.10485 5.76204  C20 1.064
29 H 2.62202 0.98187 6.30894  C20 1.044
30 H 2.46556 -0.81850 5.21449  C22 1.108
31 H 2.08499 -0.73881 3.42045  C22 1.099
32 H 0.80104 -0.41089 4.59766  C22 1.091
33 H 3.24820 3.65834 3.54370  N23 1.033
34 H 1.81443 3.78317 4.33291  N23 1.006
35 C -4.77825 3.53069 -3.57045  C36 1.518, H41 1.098, H42 1.131, H43 1.080
36 C -3.35004 3.95919 -3.28563  C35 1.518, C37 1.573, N40 1.469, H44 1.116
37 C -2.94008 3.41422 -1.86848  C36 1.573, O38 1.401, H45 1.096, H46 1.122
38 O -3.71851 4.08537 -0.91678  C37 1.401, C39 1.451
39 C -3.66394 3.33757 0.32604  O38 1.451, H47 1.089, H48 1.125, H49 1.093
40 N -2.38316 3.44230 -4.26386  C36 1.469, H50 1.036, H51 1.010
41 H -5.23531 4.23729 -4.27535  C35 1.098
42 H -5.45805 3.53548 -2.66688  C35 1.131
43 H -4.80837 2.55865 -4.04047  C35 1.080
44 H -3.36247 5.07522 -3.26013  C36 1.116
45 H -1.87457 3.65160 -1.76826  C37 1.096
46 H -3.07884 2.30134 -1.82582  C37 1.122
47 H -3.98975 2.32202 0.10726  C39 1.089
48 H -4.33688 3.89326 1.03608  C39 1.125
49 H -2.69234 3.33917 0.82761  C39 1.093
50 H -2.67123 3.74847 -5.21110  N40 1.036
51 H -1.44937 3.76418 -4.05314  N40 1.010
52 C 3.81094 1.86167 -3.01682  C53 1.513, H58 1.118, H59 1.092, H60 1.083
53 C 2.39512 2.38878 -2.93104  C52 1.513, C54 1.516, N57 1.455, H61 1.125
54 C 2.37470 3.70629 -3.68142  C53 1.516, O55 1.424, H62 1.113, H63 1.132
55 O 1.13586 4.37102 -3.45299  C54 1.424, C56 1.383
56 C 1.24718 5.60815 -4.06011  O55 1.383, H64 1.110, H65 1.106, H66 1.117
57 N 1.32072 1.46797 -3.26884  C53 1.455, H67 1.037, H68 1.033
58 H 4.49149 2.25447 -2.22117  C52 1.118
59 H 4.35759 2.04239 -3.94422  C52 1.092
60 H 3.82941 0.78913 -2.86737  C52 1.083
61 H 2.28851 2.63460 -1.83822  C53 1.125
62 H 2.42069 3.49005 -4.77224  C54 1.113
63 H 3.24400 4.36267 -3.37366  C54 1.132
64 H 2.17368 6.07943 -3.67140  C56 1.110
65 H 0.39798 6.29187 -3.87478  C56 1.106
66 H 1.37472 5.55945 -5.16862  C56 1.117
67 H 0.46167 2.04644 -3.31184  N57 1.037
68 H 1.41224 1.17681 -4.25559  N57 1.033
69 C 0.90105 -0.65476 0.52489  C70 1.520, H75 1.070, H76 1.083, H77 1.101
70 C -0.45228 -0.66162 -0.16711  C69 1.520, C71 1.525, N74 1.445, H78 1.079
71 C -1.41543 0.46025 0.20793  C70 1.525, O72 1.404, H79 1.106, H80 1.088
72 O -1.05118 1.14214 1.37938  C71 1.404, C73 1.451
73 C -1.44503 0.45683 2.59592  O72 1.451, H81 1.087, H82 1.119, H83 1.104
74 N -0.31739 -0.74865 -1.60302  C70 1.445, H84 1.053, H85 1.016
75 H 1.45475 0.26003 0.55763  C69 1.070
76 H 1.48288 -1.39668 -0.00701  C69 1.083
77 H 0.83294 -1.00781 1.56520  C69 1.101
78 H -0.88285 -1.58041 0.20015  C70 1.079
79 H -2.48458 0.18402 0.26255  C71 1.106
80 H -1.27552 1.17229 -0.60208  C71 1.088
81 H -2.51923 0.30151 2.64562  C73 1.087
82 H -1.17558 1.16420 3.42046  C73 1.119
83 H -0.85238 -0.45739 2.77237  C73 1.104
84 H 0.27518 0.04659 -1.95627  N74 1.053
85 H 0.14184 -1.62081 -1.84910  N74 1.016
86 C 6.32261 1.04780 1.56039  C87 1.572, H92 1.111, H93 1.100, H94 1.076
87 C 5.04467 1.52049 0.77603  C86 1.572, C88 1.513, N91 1.452, H95 1.088
88 C 4.32896 0.35413 0.13104  C87 1.513, O89 1.427, H96 1.084, H97 1.102
89 O 5.16115 -0.20068 -0.88730  C88 1.427, C90 1.394
90 C 4.84333 -1.51754 -1.21655  O89 1.394, H98 1.140, H99 1.085, H100 1.097
91 N 4.12676 2.25206 1.63124  C87 1.452, H101 1.027, H102 1.008
92 H 6.85917 0.17821 1.12413  C86 1.111
93 H 5.99782 0.89919 2.60036  C86 1.100
94 H 7.03617 1.84837 1.64877  C86 1.076
95 H 5.34315 2.17554 -0.03984  C87 1.088
96 H 3.37779 0.72102 -0.23834  C88 1.084
97 H 4.02661 -0.40062 0.87520  C88 1.102
98 H 4.77117 -2.23889 -0.33610  C90 1.140
99 H 5.60330 -1.86075 -1.91125  C90 1.085
100 H 3.89564 -1.49132 -1.76805  C90 1.097
101 H 3.84133 1.70600 2.45290  N91 1.027
102 H 3.33140 2.58489 1.10953  N91 1.008
103 C 0.61471 -5.65385 -1.44477  C104 1.503, H109 1.134, H110 1.095, H111 1.088
104 C -0.35912 -4.53873 -1.70677  C103 1.503, C105 1.474, N108 1.474, H112 1.098
105 C -0.24061 -4.06281 -3.09666  C104 1.474, O106 1.352, H113 1.084, H114 1.131
106 O 0.83097 -3.24347 -3.19277  C105 1.352, C107 1.397
107 C 1.04776 -2.74163 -4.47851  O106 1.397, H115 1.128, H116 1.089, H117 1.096
108 N -1.70267 -5.08063 -1.43380  C104 1.474, H118 1.026, H119 1.017
109 H 0.06046 -6.46137 -2.01704  C103 1.134
110 H 0.57063 -5.99697 -0.40533  C103 1.095
111 H 1.60733 -5.41667 -1.82115  C103 1.088
112 H -0.09403 -3.75757 -0.98179  C104 1.098
113 H -1.12790 -3.52697 -3.41357  C105 1.084
114 H -0.09659 -5.02233 -3.67712  C105 1.131
115 H 1.31886 -3.50020 -5.26853  C107 1.128
116 H 1.83784 -1.99915 -4.37430  C107 1.089
117 H 0.19426 -2.19641 -4.89753  C107 1.096
118 H -2.42791 -4.40213 -1.69236  N108 1.026
119 H -1.93121 -5.88311 -2.01539  N108 1.017
120 C -5.48345 -1.86210 -2.36276  C121 1.510, H126 1.116, H127 1.080, H128 1.095
121 C -4.11435 -1.49860 -1.84107  C120 1.510, C122 1.550, N125 1.485, H129 1.093
122 C -3.99465 -2.16116 -0.44454  C121 1.550, O123 1.421, H130 1.097, H131 1.106
123 O -4.62433 -1.33396 0.52468  C122 1.421, C124 1.430
124 C -5.11348 -2.08024 1.64237  O123 1.430, H132 1.110, H133 1.092, H134 1.087
125 N -3.03372 -2.09072 -2.67006  C121 1.485, H135 1.039, H136 1.003
126 H -5.57265 -1.47503 -3.40539  C120 1.116
127 H -6.34626 -1.51148 -1.81516  C120 1.080
128 H -5.52894 -2.95542 -2.33502  C120 1.095
129 H -4.01111 -0.41004 -1.84892  C121 1.093
130 H -2.93326 -2.29492 -0.20218  C122 1.097
131 H -4.50998 -3.13983 -0.47484  C122 1.106
132 H -4.43042 -2.83068 2.09331  C124 1.110
133 H -5.95742 -2.69199 1.31571  C124 1.092
134 H -5.48848 -1.35414 2.35919  C124 1.087
135 H -3.26142 -1.75342 -3.62567  N125 1.039
136 H -2.13391 -1.72046 -2.42710  N125 1.003
137 O -2.55311 0.61014 -3.87203  H138 0.983, H139 1.002
138 H -2.16027 0.41526 -2.99274  O137 0.983
139 H -2.38447 1.59098 -3.98800  O137 1.002
140 O 1.22457 2.78887 0.46108  H141 0.962, H142 0.979
141 H 0.61505 2.31358 1.03373  O140 0.962
142 H 0.84213 3.68483 0.36900  O140 0.979

=====

# 2
ORCA calculation (the ωB97M-V functional and the def2-TZVPD basis) on a cluster of 14 separate species, C32H92O14 in total at a distorted geometry.

Summary:
* highest occupied orbital energy: -9.342 eV
* lowest unoccupied orbital energy: 0.01296 Ha
* energy relative to the best compared isomer or geometry (same formula, charge and spin): 154.8 kJ/mol
* maximum force: 3.30 eV/Å
* energy: -63338.240 eV

Bonds (Å) are listed after each position.
Geometry (Å):
1 C -3.80542 0.35377 -1.20214  C2 1.532, H5 1.106, H6 1.127, H7 1.123
2 C -3.93436 -0.90903 -0.34412  C1 1.532, C3 1.522, O4 1.389, H8 1.092
3 C -5.05293 -1.84029 -0.78860  C2 1.522, H9 1.132, H10 1.111, H11 1.073
4 O -2.75925 -1.60216 -0.08297  C2 1.389, H12 0.984
5 H -2.97655 0.93519 -0.75824  C1 1.106
6 H -4.69804 0.94934 -0.85630  C1 1.127
7 H -3.75130 0.23201 -2.31741  C1 1.123
8 H -4.31333 -0.53456 0.60858  C2 1.092
9 H -4.85852 -2.27828 -1.81372  C3 1.132
10 H -5.99447 -1.26160 -0.90268  C3 1.111
11 H -5.18709 -2.63082 -0.07485  C3 1.073
12 H -2.95666 -2.00561 0.79238  O4 0.984
13 C -3.20574 6.19303 -2.30983  C14 1.540, H17 1.091, H18 1.098, H19 1.082
14 C -2.82197 5.85293 -0.85730  C13 1.540, C15 1.526, O16 1.411, H20 1.146
15 C -3.20306 4.40363 -0.56830  C14 1.526, H21 1.130, H22 1.127, H23 1.068
16 O -1.47428 6.13648 -0.54965  C14 1.411, H24 0.975
17 H -4.25130 5.89787 -2.41473  C13 1.091
18 H -2.50277 5.66499 -2.96829  C13 1.098
19 H -3.18645 7.27192 -2.39408  C13 1.082
20 H -3.51278 6.45080 -0.16533  C14 1.146
21 H -4.31653 4.35532 -0.75753  C15 1.130
22 H -3.07102 4.20091 0.53244  C15 1.127
23 H -2.69426 3.62977 -1.09942  C15 1.068
24 H -1.07054 5.41578 -1.06727  O16 0.975
25 C -2.53401 -5.40029 2.55905  C26 1.569, H29 1.101, H30 1.099, H31 1.083
26 C -2.18203 -4.07825 3.32794  C25 1.569, C27 1.526, O28 1.383, H32 1.126
27 C -0.69123 -3.87819 3.58238  C26 1.526, H33 1.082, H34 1.142, H35 1.082
28 O -2.77764 -3.05321 2.61672  C26 1.383, H36 0.978
29 H -2.00934 -5.64869 1.62323  C25 1.101
30 H -3.59398 -5.31210 2.28343  C25 1.099
31 H -2.36959 -6.26760 3.18654  C25 1.083
32 H -2.61548 -4.14068 4.36539  C26 1.126
33 H -0.55937 -2.88923 4.00108  C27 1.082
34 H -0.10310 -3.89124 2.60381  C27 1.142
35 H -0.27202 -4.57318 4.29827  C27 1.082
36 H -2.99319 -2.21463 3.07211  O28 0.978
37 C 1.74099 5.88957 -2.73881  C38 1.521, H41 1.085, H42 1.102, H43 1.104
38 C 1.22896 4.46053 -2.82677  C37 1.521, C39 1.571, O40 1.383, H44 1.115
39 C 2.38920 3.46114 -2.47407  C38 1.571, H45 1.102, H46 1.061, H47 1.076
40 O 0.17452 4.30665 -1.94569  C38 1.383, H48 0.932
41 H 2.20627 6.01313 -1.76671  C37 1.085
42 H 0.83006 6.50898 -2.72938  C37 1.102
43 H 2.36025 6.05331 -3.63819  C37 1.104
44 H 0.81424 4.26098 -3.84202  C38 1.115
45 H 3.36724 3.80332 -2.85023  C39 1.102
46 H 2.25544 2.50704 -2.91809  C39 1.061
47 H 2.42014 3.54283 -1.40192  C39 1.076
48 H -0.12255 3.42638 -1.86660  O40 0.932
49 C -3.36430 2.99609 -4.17054  C50 1.524, H52 1.112, H53 1.073, H54 1.087
50 C -2.34971 1.86258 -4.25472  C49 1.524, O51 1.468, H55 1.085, H56 1.149
51 O -1.45382 1.94599 -3.09504  C50 1.468, H57 0.951
52 H -3.96424 3.09859 -5.10068  C49 1.112
53 H -2.86517 3.92114 -3.95386  C49 1.073
54 H -4.07447 2.82218 -3.36597  C49 1.087
55 H -1.81949 2.02770 -5.18635  C50 1.085
56 H -2.79817 0.80732 -4.18511  C50 1.149
57 H -0.80527 1.25320 -3.15125  O51 0.951
58 C 7.48823 -4.74726 -0.22077  C59 1.546, H61 1.080, H62 1.116, H63 1.071
59 C 7.16762 -3.25810 -0.48665  C58 1.546, O60 1.467, H64 1.094, H65 1.125
60 O 6.04191 -2.74730 0.30239  C59 1.467, H66 0.959
61 H 7.75298 -4.80855 0.82498  C58 1.080
62 H 8.31764 -5.13365 -0.85935  C58 1.116
63 H 6.63074 -5.37919 -0.33695  C58 1.071
64 H 6.89250 -3.14361 -1.53942  C59 1.094
65 H 8.10239 -2.66134 -0.30058  C59 1.125
66 H 5.82541 -3.42882 0.94187  O60 0.959
67 C 2.02330 -0.26938 -4.25160  C68 1.568, H70 1.118, H71 1.067, H72 1.113
68 C 2.06878 -0.30586 -2.68472  C67 1.568, O69 1.396, H73 1.090, H74 1.078
69 O 0.86212 0.04393 -2.07588  C68 1.396, H75 0.989
70 H 1.42345 -1.14287 -4.60717  C67 1.118
71 H 2.95886 -0.42984 -4.73996  C67 1.067
72 H 1.70866 0.70893 -4.67880  C67 1.113
73 H 2.83330 0.37604 -2.31306  C68 1.090
74 H 2.41896 -1.28027 -2.38428  C68 1.078
75 H 0.31861 -0.78196 -2.05175  O69 0.989
76 C 1.33023 -1.42177 0.99628  C77 1.509, H79 1.064, H80 1.112, H81 1.071
77 C 2.24792 -0.23661 0.81824  C76 1.509, O78 1.443, H82 1.110, H83 1.065
78 O 1.54926 0.97952 0.47909  C77 1.443, H84 0.974
79 H 0.85650 -1.27441 1.93799  C76 1.064
80 H 1.88234 -2.37804 1.12727  C76 1.112
81 H 0.63810 -1.53283 0.18663  C76 1.071
82 H 2.96825 -0.32879 -0.02067  C77 1.110
83 H 2.70581 -0.06980 1.76524  C77 1.065
84 H 1.21256 0.84938 -0.42545  O78 0.974
85 C -0.58212 -4.08288 -2.87568  C86 1.528, H88 1.076, H89 1.090, H90 1.107
86 C -1.48051 -2.86390 -2.67481  C85 1.528, O87 1.439, H91 1.105, H92 1.095
87 O -0.83206 -1.93772 -1.78451  C86 1.439, H93 0.992
88 H -0.41668 -4.61651 -1.95576  C85 1.076
89 H 0.40820 -3.80388 -3.23415  C85 1.090
90 H -1.14742 -4.74647 -3.55763  C85 1.107
91 H -2.51596 -3.10264 -2.37201  C86 1.105
92 H -1.54851 -2.39248 -3.66132  C86 1.095
93 H -1.49287 -1.71811 -1.07797  O87 0.992
94 C 1.67787 4.38585 2.46144  C95 1.532, H97 1.097, H98 1.078, H99 1.131
95 C 0.25524 3.89272 2.17703  C94 1.532, O96 1.392, H100 1.119, H101 1.100
96 O 0.09823 2.52634 2.39307  C95 1.392, H102 0.986
97 H 1.75740 5.47767 2.39718  C94 1.097
98 H 2.38457 3.88222 1.82154  C94 1.078
99 H 1.98647 4.10215 3.51142  C94 1.131
100 H -0.16175 4.21935 1.19136  C95 1.119
101 H -0.42291 4.45409 2.83575  C95 1.100
102 H 0.60836 2.00182 1.73144  O96 0.986
103 C -1.63532 2.72120 5.14308  C104 1.498, H106 1.120, H107 1.071, H108 1.101
104 C -2.77962 2.15200 4.36095  C103 1.498, O105 1.462, H109 1.117, H110 1.113
105 O -2.53510 1.91910 2.93866  C104 1.462, H111 0.993
106 H -0.81430 1.96241 5.07769  C103 1.120
107 H -1.84490 3.00989 6.15335  C103 1.071
108 H -1.27290 3.57511 4.54991  C103 1.101
109 H -3.62567 2.87856 4.42332  C104 1.117
110 H -3.07286 1.15508 4.76023  C104 1.113
111 H -1.61427 2.25302 2.77677  O105 0.993
112 C 5.04579 -2.04672 3.45123  C113 1.506, H115 1.104, H116 1.079, H117 1.079
113 C 5.50489 -3.41693 3.87544  C112 1.506, O114 1.415, H118 1.090, H119 1.090
114 O 5.54637 -4.40766 2.86591  C113 1.415, H120 0.995
115 H 4.07643 -2.13654 2.93104  C112 1.104
116 H 5.79476 -1.61218 2.80701  C112 1.079
117 H 4.90947 -1.45687 4.34393  C112 1.079
118 H 4.94812 -3.81984 4.72118  C113 1.090
119 H 6.46659 -3.32932 4.38084  C113 1.090
120 H 4.61181 -4.71519 2.71592  O114 0.995
121 C 3.54396 -4.15967 -3.39399  C122 1.472, H124 1.062, H125 1.073, H126 1.081
122 C 3.84017 -3.83435 -1.98907  C121 1.472, O123 1.387, H127 1.135, H128 1.112
123 O 4.42338 -2.57651 -1.95770  C122 1.387, H129 0.996
124 H 4.43343 -4.23439 -3.96949  C121 1.062
125 H 2.99349 -3.38147 -3.88722  C121 1.073
126 H 2.97945 -5.06953 -3.54148  C121 1.081
127 H 4.54463 -4.59095 -1.51949  C122 1.135
128 H 2.90880 -3.80635 -1.38168  C122 1.112
129 H 4.78834 -2.42201 -1.04445  O123 0.996
130 C -5.71674 0.29194 3.04373  C131 1.522, H133 1.164, H134 1.061, H135 1.093
131 C -4.75242 -0.68431 3.70203  C130 1.522, O132 1.427, H136 1.085, H137 1.093
132 O -3.49688 -0.65220 3.02420  C131 1.427, H138 0.984
133 H -6.72042 0.29698 3.63357  C130 1.164
134 H -6.02025 0.20078 2.03110  C130 1.061
135 H -5.31948 1.30314 3.16041  C130 1.093
136 H -5.10972 -1.70774 3.74814  C131 1.085
137 H -4.53609 -0.30564 4.70443  C131 1.093
138 H -3.16548 0.26927 2.93255  O132 0.984